Entry from the OMol25 dataset: C5H8O as an isolated structure (wB97M-V/def2-TZVPD).

Each line ends with the natural charge from an NBO analysis.
Atoms and positions in Å:
C1 -1.627 -0.576 -0.221  -0.312
C2 -0.940 0.544 -0.470  -0.203
C3 -0.033 1.194 0.597  -0.458
C4 0.976 0.443 -0.170  0.080
C5 1.367 -0.931 0.199  -0.096
O1 2.661 -0.592 0.105  -0.632
H1 -1.553 -1.090 0.737  0.202
H2 -2.370 -0.943 -0.923  0.213
H3 0.980 -1.702 -0.480  0.133
H4 -1.087 1.065 -1.414  0.228
H5 -0.255 0.794 1.591  0.234
H6 -0.037 2.289 0.581  0.235
H7 1.400 0.921 -1.049  0.239
H8 1.037 -1.186 1.237  0.139

Values from the calculation:
Highest occupied orbital energy (spin up / spin down): -8.43 / -8.48 eV
Gap between HOMO and LUMO (spin up / spin down): 7.90 / 7.95 eV
Total charge: 0

=====

Entry from the OMol25 dataset: C5H8NiO2 as an isolated structure (wB97M-V/def2-TZVPD).

Each line ends with the Mulliken spin population.
Atoms and positions in Å:
O1 0.332 -0.172 0.048  0.002
C1 -0.033 0.998 -0.328  0.071
Ni1 1.027 2.832 -0.598  2.926
O2 -1.294 1.082 -0.636  -0.022
C2 -2.200 0.019 -0.543  0.016
C3 -3.454 0.287 -0.214  -0.003
H1 -4.190 -0.515 -0.247  0.000
H2 -1.797 -0.970 -0.743  0.001
H3 -3.805 1.310 -0.074  0.000
H4 1.565 -0.838 -0.868  0.000
C4 1.725 -0.328 1.053  0.006
H5 2.016 0.696 1.312  0.009
H6 1.357 -1.018 1.818  0.000
C5 2.541 -0.957 0.004  -0.008
H7 3.469 -0.415 -0.214  0.002
H8 2.740 -2.011 0.230  0.000

Values from the calculation:
Highest occupied orbital energy (spin up / spin down): -12.03 / -13.90 eV
Gap between HOMO and LUMO (spin up / spin down): 7.50 / 7.21 eV
Spin multiplicity: 4
<S²>: 3.753
Total charge: +1

=====

Entry from the OMol25 dataset: a 2-piece molecular cluster, C10H14O3PS overall (wB97M-V/def2-TZVPD).

Each line ends with the natural charge from an NBO analysis.
Atoms and positions in Å:
C1 1.531 -4.091 1.567  -0.242
C2 0.125 -3.820 1.352  -0.231
C3 2.485 -3.340 0.910  -0.204
C4 -0.274 -2.924 0.411  -0.328
C5 2.106 -2.455 -0.089  -0.329
C6 0.780 -2.339 -0.322  0.103
C7 -2.274 4.057 0.245  -0.603
C8 -1.851 2.596 0.407  -0.390
C9 -1.035 2.150 -0.900  -0.432
C10 -0.959 0.641 -0.869  -0.776
O1 2.990 0.039 -1.751  -1.019
O2 1.772 2.137 -1.663  -1.036
O3 1.750 0.717 0.264  -1.013
P1 0.042 -0.113 -2.162  0.333
S1 1.926 0.786 -1.165  2.219
H1 1.883 -4.828 2.311  0.200
H2 -0.618 -4.280 1.975  0.198
H3 3.478 -3.572 0.988  0.196
H4 -1.348 -2.500 0.221  0.226
H5 2.866 -1.996 -0.771  0.271
H6 -2.863 4.481 1.042  0.193
H7 -1.420 4.611 0.151  0.202
H8 -2.870 4.326 -0.705  0.185
H9 -2.762 2.038 0.613  0.181
H10 -1.222 2.334 1.319  0.208
H11 -1.597 2.623 -1.642  0.190
H12 -0.027 2.355 -0.866  0.266
H13 -0.565 0.266 0.046  0.253
H14 -2.050 0.099 -0.916  0.181

Values from the calculation:
Highest occupied orbital energy (spin up / spin down): -4.81 / -4.36 eV
Gap between HOMO and LUMO (spin up / spin down): 7.83 / 7.43 eV
Total charge: -1

=====

Entry from the OMol25 dataset: an isolated ion of composition C2H7N4O and charge +1 (wB97M-V/def2-TZVPD).

Each line ends with the natural charge from an NBO analysis.
Atoms and positions in Å:
H1 -0.092 2.817 0.338  0.429
N1 0.491 2.027 0.145  -0.548
C1 0.383 0.903 -0.350  0.462
C2 1.575 -0.071 -0.416  -0.129
O1 0.924 -1.172 0.325  -0.787
N2 -0.911 -0.060 -0.306  0.175
N3 -1.515 -0.109 0.795  -0.536
N4 -1.181 -0.638 -1.337  -0.289
H2 -1.997 -1.379 -1.362  0.375
H3 1.858 -0.420 -1.367  0.228
H4 2.383 0.414 0.202  0.241
H5 1.455 -1.905 0.698  0.523
H6 -2.341 -0.673 1.010  0.429
H7 -1.032 0.267 1.623  0.429

Values from the calculation:
Highest occupied orbital energy: -14.98 eV
Gap between HOMO and LUMO: 10.40 eV
Structure (SMILES): [H]/N=C(CO)\[N+](N)=N\[H]
Total charge: +1

=====

Listing max |F| for the structures above in their given order: 1.53; 4.93; 4.95; 5.00 eV/Å.
Listing E for the structures above in their given order: -270.3847; -1853.5878; -1354.6141; -374.2607 hartree.